The following is a DFT calculation (ωB97M-V/def2-TZVPD) of a cluster of 12 separate species, C6H33NO11 in total.

Calculated values
energy above the lowest of the compared OMol25 structures with the same formula, charge and spin	139.00	kcal/mol
SMILES string	C=C/C=C/CNC.O.O.O.O.O.O.O.O.O.O.O
HOMO	-0.3312	Ha

Last column: Mulliken charge in e.
Positions of all 51 atoms, in Å:
C 3.39 1.93 -2.22  -1.0524
N 2.55 1.04 -1.51  -0.1466
C 1.18 1.57 -1.22  -0.6941
C 0.79 -2.77 1.08  -1.0298
C 0.45 -1.49 1.03  -0.2179
C 0.98 -0.54 0.10  -1.0388
C 0.67 0.73 0.01  2.2222
H 3.26 2.95 -1.91  0.3230
H 3.08 1.87 -3.31  0.2451
H 4.37 1.48 -2.15  0.3906
H 2.88 0.46 -0.75  0.0995
H 0.62 1.22 -2.23  0.1871
H 1.11 2.67 -0.94  0.4524
H 1.29 -3.38 0.36  0.4427
H 0.44 -3.23 2.03  0.1742
H -0.26 -0.99 1.73  0.1355
H 1.68 -0.92 -0.69  -0.0342
H -0.09 1.26 0.70  -0.4322
H -1.79 -0.07 -3.15  0.2664
H -0.88 -0.89 -2.16  0.3698
O -1.74 -0.40 -2.20  -0.6140
H -3.18 0.70 0.80  0.4831
H -2.62 -0.51 1.47  0.3027
O -2.95 0.32 1.67  -0.7296
H -2.67 -2.68 2.47  0.2066
H -2.30 -2.69 0.95  0.2610
O -2.11 -2.42 1.78  -0.5091
H -4.07 -1.67 -0.99  0.2695
H -2.65 -2.14 -1.30  0.3357
O -3.31 -2.04 -0.55  -0.6610
H 2.64 -0.03 1.45  0.4157
H 3.08 -1.10 2.37  0.3371
O 3.26 -0.20 2.13  -0.7016
H 0.82 -0.92 -3.92  0.2805
H 1.33 -0.51 -2.59  0.2531
O 0.69 -1.16 -3.03  -0.6025
H 3.32 2.24 2.33  0.3165
H 1.96 1.56 2.27  0.3274
O 2.33 2.27 1.87  -0.5984
H -1.20 2.64 2.26  0.4120
H -0.15 3.25 1.45  0.3321
O -1.12 3.20 1.41  -0.7343
H -2.00 0.92 2.95  0.4485
H -2.10 1.85 4.11  0.3228
O -1.40 1.50 3.55  -0.7285
H -2.43 2.00 -0.39  0.3234
H -2.64 0.67 -1.35  0.4552
O -3.05 1.40 -0.73  -0.7892
H -0.30 -2.67 -2.37  0.3265
H -0.22 -3.36 -1.07  0.2678
O -0.90 -2.94 -1.62  -0.6713

***

The following is a DFT calculation (ωB97M-V/def2-TZVPD) of a cluster of 10 separate species, C6H34N2O9 in total.

Calculated values
energy above the lowest of the compared OMol25 structures with the same formula, charge and spin	136.10	kcal/mol
SMILES string	CC[C@@H](CNC)NC.O.O.O.O.O.O.O.O.O
HOMO	-0.3349	Ha

Last column: Mulliken charge in e.
Positions of all 51 atoms, in Å:
C 0.93 -2.06 -1.54  -0.8275
N 0.17 -0.98 -1.03  0.1529
C -2.97 -2.66 -2.28  -1.1602
C -2.25 -1.94 -1.03  -0.3681
C -1.09 -0.97 -1.78  -0.7721
C -1.71 0.45 -1.71  -0.9991
N -0.78 1.52 -1.90  -0.0088
C -1.45 2.79 -1.84  -0.9340
H 0.21 -2.68 -2.08  0.3467
H 1.59 -1.67 -2.27  0.2448
H 1.51 -2.78 -0.85  0.1799
H 0.56 0.03 -1.03  0.2499
H -4.04 -2.72 -2.24  0.3867
H -2.76 -1.95 -3.17  0.2498
H -2.52 -3.68 -2.37  0.3030
H -2.98 -1.37 -0.45  0.4608
H -1.59 -2.67 -0.43  0.2855
H -1.01 -1.21 -2.85  0.8556
H -2.30 0.42 -0.76  0.2454
H -2.59 0.31 -2.46  0.2215
H -0.36 1.44 -2.97  0.2038
H -2.56 2.82 -2.15  0.2614
H -0.98 3.59 -2.21  0.4956
H -1.69 3.15 -0.77  0.1618
H 2.14 0.16 2.93  0.2826
H 1.96 1.39 2.31  0.2875
O 2.44 0.60 2.15  -0.5966
H -2.00 1.81 2.22  0.2920
H -3.38 2.17 2.02  0.2634
O -2.58 2.21 1.52  -0.5746
H 4.83 -1.56 0.94  0.3311
H 3.86 -0.99 2.04  0.3977
O 4.43 -1.79 1.81  -0.7254
H 0.49 0.59 -3.67  0.2100
H 1.82 0.02 -4.15  0.2796
O 1.09 0.42 -4.49  -0.6273
H -0.16 -2.24 1.86  0.2984
H -0.92 -1.16 1.06  0.3098
O -0.84 -1.50 1.97  -0.6850
H 1.89 3.27 -1.61  0.3434
H 1.35 2.89 -0.23  0.2679
O 1.81 3.60 -0.65  -0.6335
H 0.45 2.01 3.72  0.3540
H 0.28 2.79 2.38  0.3375
O 0.87 2.78 3.18  -0.7103
H -1.96 0.10 4.46  0.2473
H -0.99 -0.39 3.23  0.3749
O -1.49 0.32 3.70  -0.6063
H 2.94 -2.80 1.83  0.4203
H 1.48 -2.88 2.21  0.2452
O 2.14 -3.34 1.71  -0.6187

***

The following is a DFT calculation (ωB97M-V/def2-TZVPD) of a cluster of 12 separate species, C6H34NO12 in total.

Calculated values
energy above the lowest of the compared OMol25 structures with the same formula, charge and spin	81.32	kcal/mol
charge	-1
HOMO	-0.2149	Ha

Last column: Mulliken charge in e.
Positions of all 53 atoms, in Å:
C 1.58 -0.84 1.00  -1.8167
O 1.98 -1.65 -0.08  -0.7818
C 0.03 -0.43 0.78  1.0323
C -0.45 -0.02 2.24  -1.2775
C -1.95 0.34 2.05  0.9409
C -2.34 1.58 2.09  -0.9880
C -2.77 -0.86 2.03  -1.4942
N -0.03 0.60 -0.14  1.1022
H 2.03 0.09 1.16  0.4762
H 1.64 -1.49 1.86  0.6038
H -0.44 -1.31 0.43  0.1867
H 0.13 0.64 2.74  0.8564
H -0.41 -0.89 3.08  0.2098
H -3.32 1.85 1.84  0.3185
H -1.75 2.54 2.12  0.1508
H -3.76 -0.51 2.16  0.5427
H -2.49 -1.67 2.77  0.1681
H -2.69 -1.44 1.15  0.2437
H -0.37 1.54 0.16  -0.1972
H 0.78 0.92 -0.72  -0.4953
H 2.33 0.64 -2.03  0.4363
H 3.27 1.90 -2.23  0.2347
O 2.45 1.67 -1.72  -0.6407
H 1.18 -0.79 -3.69  0.3608
H -0.42 -0.78 -3.82  0.3527
O 0.36 -0.13 -3.94  -0.7431
H 0.60 -1.88 -2.21  0.4333
H -0.66 -1.18 -1.84  0.2886
O -0.36 -2.07 -2.22  -0.7198
H -1.00 2.91 -1.21  0.3282
H -2.25 3.70 -1.11  0.2891
O -1.41 3.55 -0.54  -0.5877
H 2.84 -1.10 -2.88  0.0457
H 2.01 -1.10 -0.96  0.3297
O 2.17 -0.84 -2.43  -0.9323
H 2.34 3.17 0.06  0.2810
H 1.11 3.75 0.54  0.3308
O 1.99 3.60 0.83  -0.6649
H 0.71 -4.32 -0.81  0.3229
H 1.14 -3.16 -0.16  0.3822
O 0.51 -3.90 0.05  -0.7118
H -0.43 1.65 -2.86  0.3103
H 0.91 2.36 -2.36  0.3520
O 0.00 2.41 -2.50  -0.7307
H -3.20 0.53 -2.06  0.3247
H -2.67 -0.46 -1.08  0.2538
O -3.37 -0.33 -1.76  -0.6604
H 2.55 1.05 3.70  0.3323
H 2.61 -0.42 3.14  0.3335
O 2.50 0.06 3.96  -0.6777
H -0.87 -3.17 1.00  0.2836
H -1.00 -3.25 2.60  0.2442
O -1.38 -3.07 1.82  -0.5628

***

The following is a DFT calculation (ωB97M-V/def2-TZVPD) of a cluster of 13 separate species, C6H34O13 in total.

Calculated values
energy above the lowest of the compared OMol25 structures with the same formula, charge and spin	94.36	kcal/mol
HOMO	-0.2915	Ha

Last column: Mulliken charge in e.
Positions of all 53 atoms, in Å:
C 1.11 -1.98 2.47  -1.0962
C 1.70 -2.18 1.02  -0.0792
C 1.16 -1.10 0.09  -1.4554
C 1.26 0.21 0.00  -0.7413
C 0.64 0.95 -1.08  -0.1326
C 0.99 2.17 -1.54  -0.6004
O 0.06 2.76 -2.47  -0.5658
H 1.07 -2.94 2.88  0.4634
H 0.26 -1.41 2.34  0.3857
H 1.82 -1.56 3.13  -0.0086
H 1.30 -3.22 0.50  0.1914
H 2.87 -2.17 0.99  0.2147
H 0.55 -1.56 -0.63  0.3157
H 1.94 0.77 0.55  1.5834
H -0.14 0.42 -1.51  0.8516
H 1.87 2.82 -1.47  0.3927
H -0.68 2.22 -2.71  0.3376
H 3.68 -0.74 -1.07  0.3587
H 4.01 0.71 -1.25  0.3076
O 4.01 -0.06 -1.78  -0.6985
H 0.69 1.10 1.95  0.1447
H -0.31 1.86 2.73  0.3784
O 0.15 1.86 1.86  -0.5249
H 0.57 -0.42 -3.36  0.2811
H 0.16 -0.12 -4.64  0.2967
O -0.31 -0.16 -3.90  -0.5646
H 2.44 -0.90 -2.69  0.3124
H 1.79 -2.17 -2.41  0.2294
O 1.69 -1.22 -2.31  -0.5245
H -0.67 -3.53 -2.32  0.2618
H -0.72 -3.85 -0.90  0.3323
O -0.17 -3.90 -1.69  -0.6021
H 2.31 0.08 3.85  0.3225
H 2.30 1.51 3.69  0.2726
O 2.74 0.81 3.40  -0.5736
H -1.22 1.47 0.84  0.3833
H -2.26 1.24 -0.27  0.3015
O -2.18 1.27 0.73  -0.6825
H -3.30 -0.96 -2.10  0.4513
H -1.93 -1.55 -2.40  0.2633
O -2.87 -1.82 -2.03  -0.6945
H -1.49 -0.03 3.77  0.2828
H -1.14 0.95 4.90  0.2271
O -0.95 0.73 4.01  -0.5532
H -2.12 3.29 1.40  0.3006
H -1.63 4.58 0.93  0.2905
O -2.34 4.03 0.92  -0.6043
H -3.97 0.05 2.68  0.2560
H -2.66 0.05 1.71  0.4533
O -3.09 -0.29 2.56  -0.6706
H -3.74 1.06 -3.07  0.2635
H -2.42 0.22 -3.51  0.2963
O -2.86 0.67 -2.79  -0.6313

***

Quick rundown of LUMO energy, same order as above: -0.109 0.043 2.766 0.219 eV
Quick rundown of max |F|, same order as above: 0.13557 0.11472 0.16893 0.12470 Eh/bohr